[1]
C2H2N4O2 | wB97M-V/def2-TZVPD

XYZ file:
```
10
Properties=species:S:1:pos:R:3:forces:R:3:lowdin_charge:R:1
C -1.360 -0.092 -0.045 -2.558 -4.155 1.972 -0.4694
C 1.984 0.612 0.169 0.939 -0.164 -0.391 -0.1581
H -1.146 1.774 -0.043 -1.135 -0.888 -0.291 0.1464
H 2.871 1.284 0.203 -0.955 -0.876 0.371 0.1236
N 0.071 -0.027 -0.182 -0.773 -0.149 0.632 -0.1274
N 0.756 1.058 0.104 0.351 1.485 -0.291 0.0969
N 2.023 -0.769 -0.004 -0.315 1.616 -0.150 0.0610
N 0.789 -1.085 -0.205 0.985 -2.630 -0.158 0.0649
O -1.890 1.090 -0.109 0.770 1.837 0.033 0.1522
O -1.978 -1.142 0.248 2.692 3.924 -1.726 0.1099
```
Forces are in eV/Å.

Output
- energy relative to the best compared isomer or geometry (same formula, charge and spin) (kJ/mol) = 251.6
- multiplicity = 1
- frontier orbital gap (eV) = 11.32
- F_max (eV/Å) = 5.3
- HOMO level (hartree) = -0.4225



[2]
C2H2N4O3 | wB97M-V/def2-TZVPD

XYZ file:
```
11
Properties=species:S:1:pos:R:3:forces:R:3:lowdin_charge:R:1
C -0.831 -0.478 -0.545 -2.192 -4.716 1.084 -0.3467
C -0.022 -0.386 0.710 0.369 -1.936 1.533 -0.3937
H 1.365 1.019 2.129 2.521 -1.869 -3.429 0.2390
H -1.745 -1.687 -1.681 -0.899 0.574 3.904 0.1597
N 1.076 0.425 0.231 -0.804 1.382 3.847 -0.1264
N 0.188 1.281 -1.657 -2.826 -6.238 1.363 0.2276
N -0.190 0.029 -1.772 0.559 7.475 1.213 0.0735
N -1.733 -1.448 -0.501 2.718 2.219 -5.850 0.1941
O 1.966 0.633 1.232 -2.334 2.310 3.236 -0.0336
O 0.040 1.687 0.111 2.540 -2.288 -3.489 -0.1164
O -0.115 -1.075 1.743 0.348 3.087 -3.412 0.1227
```
Forces are in eV/Å.

Output
- energy relative to the best compared isomer or geometry (same formula, charge and spin) (kJ/mol) = 795.4
- multiplicity = 1
- frontier orbital gap (eV) = 8.93
- F_max (eV/Å) = 7.6
- HOMO level (hartree) = -0.4042



[3]
C2H2N4OS | wB97M-V/def2-TZVPD

XYZ file:
```
10
Properties=species:S:1:pos:R:3:forces:R:3:lowdin_charge:R:1
C 0.730 0.126 0.006 0.081 0.710 -0.138 -0.7584
C -1.507 -0.504 0.004 -0.683 -0.111 -0.130 -0.4515
H 2.924 0.774 0.005 -0.454 -0.868 -0.004 -0.0705
H -2.049 -2.309 0.016 -0.101 0.248 -0.051 0.0771
N 0.459 1.388 -0.003 0.062 -0.884 0.103 0.0243
N -0.901 1.742 0.002 -0.369 -0.365 -0.063 0.0113
N -1.811 0.886 -0.002 0.557 0.119 0.054 0.0889
N -2.429 -1.357 -0.002 0.563 0.150 0.104 0.1850
O -0.170 -0.870 -0.004 0.222 0.077 0.098 0.0193
S 2.370 -0.491 -0.001 0.122 0.923 0.027 0.8745
```
Forces are in eV/Å.

Output
- energy relative to the best compared isomer or geometry (same formula, charge and spin) (kJ/mol) = 125.6
- multiplicity = 1
- frontier orbital gap (eV) = 9.41
- F_max (eV/Å) = 1.0
- HOMO level (hartree) = -0.3755